A cluster of 6 separate species, C41H36Br2F3O14PS in total. Source: OMol25; level of theory: ωB97M-V with the def2-TZVPD basis set.

Cartesian coordinates (Å):
C 4.863 -0.274 0.531
C 3.598 0.477 -0.201
O 2.680 -0.566 -0.684
C 1.580 0.129 -1.384
C 0.129 0.004 -0.564
C -0.584 -1.367 -1.115
O 0.225 -2.624 -1.161
C -0.820 -3.695 -1.202
O -0.474 -4.995 -1.390
O -2.190 -3.126 -1.005
C -2.154 -1.690 -0.683
C -3.010 -0.617 -1.577
C -4.578 -0.439 -1.165
C -4.898 0.506 0.123
F -5.197 -0.344 1.336
Br -3.602 1.980 0.482
C -6.356 1.256 -0.212
F -7.486 0.297 -0.284
F -6.266 2.153 -1.390
Br -6.701 2.428 1.422
P -2.208 -1.653 1.219
S -0.580 -2.387 2.075
H 5.821 -0.065 -0.134
H 4.703 -1.449 0.549
H 5.053 0.157 1.606
H 3.086 1.195 0.575
H 3.985 1.136 -1.114
H 1.435 -0.266 -2.480
H 1.798 1.281 -1.457
H 0.280 -0.035 0.607
H -0.469 0.992 -0.819
H -0.678 -1.137 -2.281
H -2.400 0.402 -1.670
H -3.010 -1.055 -2.689
H -4.987 -1.529 -0.899
H -5.147 -0.035 -2.130
H -3.358 -2.476 1.618
H -2.426 -0.360 1.813
O -10.988 -3.536 0.916
C -10.159 -3.516 0.016
C -9.825 -4.736 -0.745
C -8.918 -4.714 -1.727
C -8.213 -3.469 -2.093
O -7.385 -3.450 -2.993
C -8.548 -2.250 -1.332
C -9.455 -2.272 -0.351
H -10.351 -5.641 -0.465
H -8.660 -5.600 -2.294
H -8.022 -1.345 -1.612
H -9.713 -1.386 0.217
O 1.218 2.152 -8.062
C 1.031 2.235 -6.856
C 1.460 3.422 -6.092
C 1.257 3.510 -4.774
C 0.593 2.425 -4.025
O 0.406 2.507 -2.819
C 0.164 1.237 -4.789
C 0.367 1.149 -6.107
H 1.945 4.211 -6.655
H 1.567 4.374 -4.198
H -0.321 0.448 -4.226
H 0.057 0.285 -6.683
O 5.585 -1.514 2.794
C 4.769 -2.119 3.476
C 5.169 -2.805 4.721
C 4.277 -3.466 5.465
C 2.855 -3.538 5.075
O 2.039 -4.143 5.758
C 2.455 -2.852 3.831
C 3.347 -2.191 3.087
H 6.215 -2.742 4.994
H 4.553 -3.976 6.380
H 1.409 -2.915 3.558
H 3.071 -1.681 2.171
O 9.185 5.223 -2.955
C 8.369 4.619 -2.272
C 8.769 3.933 -1.028
C 7.877 3.271 -0.284
C 6.455 3.199 -0.673
O 5.639 2.595 0.009
C 6.055 3.885 -1.918
C 6.947 4.547 -2.662
H 9.815 3.996 -0.755
H 8.153 2.762 0.631
H 5.009 3.823 -2.191
H 6.671 5.056 -3.577
O 0.918 1.388 2.366
C 0.731 1.470 3.572
C 1.160 2.658 4.336
C 0.957 2.746 5.654
C 0.293 1.660 6.403
O 0.106 1.742 7.609
C -0.136 0.472 5.639
C 0.067 0.384 4.321
H 1.645 3.446 3.773
H 1.267 3.610 6.230
H -0.621 -0.316 6.202
H -0.243 -0.480 3.745

Computed properties:
Lowest unoccupied orbital energy = -0.0783 hartree
Frontier orbital gap = 6.91 eV
Net charge = 0
Calculated total energy = -240113.288 eV
SMILES = CCOCC[C@H]1OC(=O)O[C@@]1(CC[C@@](F)(Br)C(F)(F)Br)[PH2]=S.O=C1C=CC(=O)C=C1.O=C1C=CC(=O)C=C1.O=C1C=CC(=O)C=C1.O=C1C=CC(=O)C=C1.O=C1C=CC(=O)C=C1

Mulliken population analysis, charges in e, atoms 1 to 4: -0.797 0.289 -0.500 -0.639